Entry 1:
Density functional theory data (ωB97M-V with the def2-TZVPD basis set) for the ion CH3F2N4O with charge +1.

## Properties
- E_LUMO (eV) = -6.357
- net charge = +1
- SMILES = [H]/N=N/C(O)=[NH+]/N(F)F
- orbital gap (eV) = 9.11
- HOMO (eV) = -15.5
- energy above the lowest of the compared OMol25 structures with the same formula, charge and spin (eV) = 0.1352
- electronic energy (eV) = -14513.686
- spin multiplicity = 1
- max |F| (eV/Å) = 3.97

Each line ends with the Löwdin charge.
Cartesian coordinates (Å):
C1 -0.1586 -0.3601 0.0512  -0.32
N1 1.9978 0.3623 0.5608  0.28
N2 1.0355 0.0677 -0.0800  0.13
N3 -1.2416 0.4357 -0.0698  0.17
N4 -2.4095 -0.2153 -0.1329  -0.07
O1 -0.3413 -1.6648 -0.0867  0.20
F1 -3.2980 0.4082 -0.9882  0.09
F2 -3.0650 -0.1020 1.1349  0.04
H1 2.9623 0.5888 0.2082  0.16
H2 -1.0737 1.3770 -0.0920  0.16
H3 -1.3060 -1.8212 0.1024  0.16

=====

Entry 2:
Density functional theory data (ωB97M-V with the def2-TZVPD basis set) for an isolated molecule of CH3F2PS.

## Properties
- E_LUMO (eV) = 0.237
- SMILES = FC(F)=[PH2]S
- orbital gap (eV) = 7.90
- HOMO (eV) = -7.7
- energy above the lowest of the compared OMol25 structures with the same formula, charge and spin (eV) = 5.0170
- electronic energy (eV) = -26641.249
- spin multiplicity = 1
- max |F| (eV/Å) = 5.52

Each line ends with the Löwdin charge.
Cartesian coordinates (Å):
C1 -0.4829 -1.2474 0.7271  -0.54
F1 -1.7032 -1.3047 0.0827  -0.08
F2 0.2056 -2.4191 0.4862  -0.06
P1 0.3622 0.3194 0.2959  0.64
S1 0.7028 1.0713 -1.6564  0.34
H1 -0.1729 1.3711 0.7856  -0.08
H2 1.5131 0.3062 0.8935  -0.06
H3 -0.4246 1.9032 -1.6146  -0.15

=====

Entry 3:
Density functional theory data (ωB97M-V with the def2-TZVPD basis set) for an isolated molecule of CH3F3NO4PS.

## Properties
- E_LUMO (spin up / spin down) (eV) = 0.077 / -4.476
- ⟨S²⟩ = 2.008
- orbital gap (spin up / spin down) (eV) = 5.24 / 6.80
- HOMO (spin up / spin down) (eV) = -5.2 / -11.3
- energy above the lowest of the compared OMol25 structures with the same formula, charge and spin (eV) = 0.1325
- electronic energy (eV) = -39035.838
- spin multiplicity = 3
- max |F| (eV/Å) = 8.15

Each line ends with the Löwdin charge.
Cartesian coordinates (Å):
C1 1.5817 0.6581 0.3810  -0.72
N1 1.0573 -1.9765 1.0968  0.01
O1 -1.9821 1.1960 -1.3901  -0.13
O2 1.4462 -1.2302 -1.3740  -0.23
O3 -1.6256 1.0609 1.0501  -0.29
O4 -0.7029 -0.7816 -0.5038  -0.39
F1 2.8889 0.7519 0.1534  0.13
F2 0.9185 1.5067 -0.3910  0.13
F3 1.4836 0.9771 1.6204  0.18
P1 -1.8339 0.2627 -0.1470  0.39
S1 0.8536 -1.0862 -0.1187  0.70
H1 0.6841 -2.9662 1.2251  0.11
H2 -1.7199 2.0580 -1.1730  0.05
H3 -3.0495 -0.4307 -0.4292  0.07

=====

Entry 4:
Density functional theory data (ωB97M-V with the def2-TZVPD basis set) for the ion CH3F3NS with charge +1.

## Properties
- E_LUMO (eV) = -7.041
- net charge = +1
- orbital gap (eV) = 9.60
- HOMO (eV) = -16.6
- energy above the lowest of the compared OMol25 structures with the same formula, charge and spin (eV) = 2.8309
- electronic energy (eV) = -21549.860
- spin multiplicity = 1
- max |F| (eV/Å) = 5.26

Each line ends with the Löwdin charge.
Cartesian coordinates (Å):
C1 -0.9426 0.0201 0.0961  -0.09
N1 0.2306 -0.7339 0.0383  -0.29
F1 1.4057 1.1065 -1.1964  -0.22
F2 1.5512 1.1668 1.0614  -0.20
F3 -0.1563 -2.2052 0.0909  0.03
S1 1.7634 -0.0005 -0.0116  1.38
H1 -1.4517 -0.0146 -0.9846  0.17
H2 -0.6846 1.0174 0.0519  0.05
H3 -1.7157 -0.3567 0.8539  0.16

=====

Entry 5:
Density functional theory data (ωB97M-V with the def2-TZVPD basis set) for the ion CH3F3P with charge +1.

## Properties
- E_LUMO (eV) = -4.777
- net charge = +1
- orbital gap (eV) = 15.44
- HOMO (eV) = -20.2
- energy above the lowest of the compared OMol25 structures with the same formula, charge and spin (eV) = 0.2094
- electronic energy (eV) = -18521.067
- spin multiplicity = 1
- max |F| (eV/Å) = 4.91

Each line ends with the Löwdin charge.
Cartesian coordinates (Å):
C1 -0.3005 -1.0168 0.1104  -0.05
F1 -0.3172 1.3987 -1.2973  0.00
F2 1.7249 1.1326 -0.0501  0.00
F3 -0.2778 1.6590 1.1712  -0.08
P1 0.2504 0.6897 -0.0639  0.84
H1 -0.4719 -1.5224 -0.9031  0.13
H2 -1.2193 -0.8071 0.5893  0.07
H3 0.6113 -1.5336 0.4436  0.10

=====

Entry 6:
Density functional theory data (ωB97M-V with the def2-TZVPD basis set) for a structure of composition CH3FINS.

## Properties
- E_LUMO (spin up / spin down) (eV) = -1.357 / -1.356
- orbital gap (spin up / spin down) (eV) = 7.30 / 7.24
- HOMO (spin up / spin down) (eV) = -8.7 / -8.6
- energy above the lowest of the compared OMol25 structures with the same formula, charge and spin (eV) = 3.0918
- electronic energy (eV) = -24224.599
- spin multiplicity = 1
- max |F| (eV/Å) = 2.71

Each line ends with the Löwdin charge.
Cartesian coordinates (Å):
C1 0.9544 0.5135 0.7720  -0.32
N1 1.1744 -0.5497 -0.2329  -0.66
F1 -2.7399 0.2282 -0.9834  -0.62
S1 -1.9153 -0.7724 -1.9817  0.36
I1 -0.2737 -1.7973 -0.3241  1.09
H1 0.0506 1.1076 0.5951  0.06
H2 1.6757 1.2787 0.4814  0.07
H3 1.0738 -0.0086 1.6736  0.03

=====

Entry 7:
Density functional theory data (ωB97M-V with the def2-TZVPD basis set) for a cluster of 2 separate species, CH3FNO2S in total.

## Properties
- E_LUMO (spin up / spin down) (eV) = 3.705 / 3.618
- net charge = -1
- orbital gap (spin up / spin down) (eV) = 7.13 / 7.23
- HOMO (spin up / spin down) (eV) = -3.4 / -3.6
- energy above the lowest of the compared OMol25 structures with the same formula, charge and spin (eV) = 4.3608
- electronic energy (eV) = -20220.413
- spin multiplicity = 1
- max |F| (eV/Å) = 3.87

Each line ends with the Löwdin charge.
Cartesian coordinates (Å):
C1 0.6003 0.6618 -1.5768  -0.26
N1 -1.2399 0.2700 1.6820  -0.09
O1 1.9652 -0.2543 0.3126  -0.47
O2 0.2110 -1.8394 -0.3827  -0.47
F1 -0.6208 0.6266 -2.2883  -0.18
S1 0.6184 -0.4514 -0.0909  0.60
H1 0.8513 1.6857 -1.2123  0.03
H2 -1.8911 -0.5120 1.3860  -0.05
H3 -0.4944 -0.1869 2.1703  -0.12

=====

Entry 8:
Density functional theory data (ωB97M-V with the def2-TZVPD basis set) for the ion CH3FNO2S with charge -1.

## Properties
- E_LUMO (eV) = 4.074
- net charge = -1
- SMILES = N[S@@](=O)([O-])=CF
- orbital gap (eV) = 7.16
- HOMO (eV) = -3.1
- energy above the lowest of the compared OMol25 structures with the same formula, charge and spin (eV) = 2.4206
- electronic energy (eV) = -20222.354
- spin multiplicity = 1
- max |F| (eV/Å) = 3.13

Each line ends with the Löwdin charge.
Cartesian coordinates (Å):
C1 0.7688 0.4089 1.0568  -0.41
N1 -0.0431 -1.1542 -1.0499  -0.14
O1 -1.3532 0.9153 -0.7763  -0.44
O2 -1.5020 -0.6194 1.2003  -0.42
F1 1.5599 1.2621 0.3245  -0.20
S1 -0.6752 -0.0351 0.1306  0.55
H1 0.3071 0.9970 1.7998  -0.01
H2 -0.0242 -0.7583 -1.9802  0.02
H3 0.9619 -1.0160 -0.7055  0.04

=====

Entry 9:
Density functional theory data (ωB97M-V with the def2-TZVPD basis set) for an isolated molecule of CH3FO2.

## Properties
- E_LUMO (eV) = 0.826
- SMILES = OOCF
- orbital gap (eV) = 10.91
- HOMO (eV) = -10.1
- energy above the lowest of the compared OMol25 structures with the same formula, charge and spin (eV) = 3.4052
- electronic energy (eV) = -7894.852
- spin multiplicity = 1
- max |F| (eV/Å) = 1.27

Each line ends with the Löwdin charge.
Cartesian coordinates (Å):
C1 0.3278 -0.2712 0.6331  -0.27
O1 -0.2600 0.4210 -1.4431  -0.02
O2 -0.7058 0.3222 -0.0982  -0.11
F1 -0.1327 -0.4073 1.8918  0.02
H1 0.5702 -1.2700 0.2368  0.13
H2 1.2220 0.3720 0.6542  0.13
H3 -1.0215 0.8332 -1.8746  0.11

=====

Entry 10:
Density functional theory data (ωB97M-V with the def2-TZVPD basis set) for a cluster of 2 separate species, CH3FOS in total.

## Properties
- E_LUMO (spin up / spin down) (eV) = -4.028 / -4.014
- orbital gap (spin up / spin down) (eV) = 6.94 / 7.21
- HOMO (spin up / spin down) (eV) = -11.0 / -11.2
- energy above the lowest of the compared OMol25 structures with the same formula, charge and spin (eV) = 4.0530
- electronic energy (eV) = -16681.434
- spin multiplicity = 1
- max |F| (eV/Å) = 2.81

Each line ends with the Löwdin charge.
Cartesian coordinates (Å):
C1 0.0634 0.3133 -0.0912  -0.67
O1 1.0844 -0.4232 0.4453  -0.09
F1 -0.9621 -2.3002 -1.2516  -0.48
S1 -0.0949 0.1276 -1.8783  0.95
H1 -0.9230 0.0622 0.3314  0.10
H2 0.2653 1.3747 0.0968  0.10
H3 0.9640 -1.3572 0.2180  0.09

=====

> Which of these has the highest electronic energy?

CH3FO2